The following is a quantum chemistry calculation of a cluster of 2 separate species, C5H14 in total at a distorted geometry, from the Open Molecules 2025 dataset.

Computed properties:
multiplicity = 1
gap between HOMO and LUMO = 12.26 eV
SMILES = CCC.CC
ΔE to the lowest compared entry with this formula, charge and spin = 28.39 kcal per mole
calculated total energy = -5410.8184 eV
HOMO energy = -0.4086 Eh

Bonds (Å) are listed after each position.
Positions of all 19 atoms, in Å:
1 C 0.621 -1.687 1.343  C2 1.508, H4 1.090, H5 1.081, H6 1.142
2 C 1.300 -0.452 1.878  C1 1.508, C3 1.574, H7 1.131, H8 1.084
3 C 0.826 0.859 1.146  C2 1.574, H9 1.134, H10 1.109, H11 1.189
4 H 0.927 -2.610 1.833  C1 1.090
5 H -0.443 -1.740 1.533  C1 1.081
6 H 0.615 -1.918 0.225  C1 1.142
7 H 1.057 -0.543 2.979  C2 1.131
8 H 2.379 -0.531 1.807  C2 1.084
9 H -0.305 0.934 1.148  C3 1.134
10 H 1.341 1.797 1.435  C3 1.109
11 H 1.074 0.459 0.054  C3 1.189
12 C -0.817 0.263 -2.543  C13 1.562, H14 1.070, H15 1.046, H16 1.089
13 C -1.765 1.051 -1.584  C12 1.562, H17 1.136, H18 1.104, H19 1.155
14 H -1.138 -0.042 -3.517  C12 1.070
15 H 0.029 0.876 -2.601  C12 1.046
16 H -0.511 -0.661 -2.055  C12 1.089
17 H -1.438 2.104 -1.856  C13 1.136
18 H -2.806 0.979 -1.944  C13 1.104
19 H -1.768 0.696 -0.485  C13 1.155

Here are the natural (NBO) charges for atoms 1 to 4, given in e: atom 1 (C): -0.620, atom 2 (C): -0.404, atom 3 (C): -0.613, atom 4 (H): 0.213